No. 1
A cluster of 7 separate species, C47H28FNO27 in total in a non-equilibrium geometry. Source: the OMol25 dataset; level of theory: the ωB97M-V functional and the def2-TZVPD basis.

```
104
Properties=species:S:1:pos:R:3:forces:R:3:lowdin_charge:R:1
N -5.1053 2.3472 4.6878 -0.60 0.60 -0.68 0.1944
C -5.4554 2.4849 3.5910 0.62 -0.85 -0.70 -0.2805
O -5.6608 2.3869 2.2761 0.45 0.09 1.08 0.0634
C -4.6635 1.5408 1.7152 0.44 -0.17 -0.08 -0.1306
C -4.8590 0.2204 1.6737 0.24 0.59 -0.10 0.1323
C -3.7705 -0.6895 1.1080 -0.19 0.60 0.24 -0.2802
O -4.0301 -1.8503 0.8822 0.33 0.43 0.00 0.1004
C -2.3960 -0.0669 0.8821 0.63 0.38 -0.22 -0.0654
C -1.2917 -0.9024 0.5887 0.16 1.29 -0.05 0.0034
C 0.0036 -0.3266 0.3538 -0.84 -0.15 0.22 0.0455
C 0.1676 1.0727 0.4344 -1.33 -0.43 0.20 -0.2201
F 1.3731 1.6502 0.2306 -0.66 -0.53 0.10 0.0682
C -0.9349 1.9278 0.7150 0.37 -0.61 -0.27 0.0829
C -2.2041 1.3614 0.9261 -0.28 -0.92 0.06 -0.0600
C -3.4091 2.2464 1.2069 0.47 -0.18 -0.05 -0.2391
O -3.3709 3.4493 1.0614 -0.23 -0.59 0.18 0.1218
H -5.8227 -0.1550 2.0597 0.76 -0.23 -0.37 0.1555
H -1.4620 -1.9877 0.5320 0.38 0.61 0.13 0.0964
H 0.8251 -1.0189 0.1064 -0.39 0.65 0.16 0.1178
H -0.7524 3.0126 0.7323 -0.33 -0.60 0.08 0.1420
O -0.8264 6.0883 7.4512 -0.18 0.29 0.08 0.1111
C -1.5178 5.9990 6.4540 0.30 -0.55 -0.14 -0.3133
C -1.4056 4.8942 5.5077 0.07 0.16 0.21 0.0805
C -2.1803 4.8552 4.4182 0.40 -0.69 -0.04 -0.2209
O -2.1011 3.8518 3.5329 -0.40 0.66 0.07 0.0897
C -3.1789 5.9324 4.1300 -0.26 0.54 0.23 -0.2870
O -3.8491 5.8593 3.1145 0.12 -0.18 0.04 0.1055
C -3.3079 7.0249 5.0876 -0.09 -0.18 -0.25 0.0792
C -2.5352 7.0616 6.1782 -0.43 0.60 0.05 -0.2272
O -2.6291 8.0485 7.0787 0.37 -0.55 -0.07 0.1118
H -0.6796 4.1238 5.7267 -0.02 0.00 -0.02 0.1366
H -2.7565 4.0504 2.8311 0.15 0.04 0.00 0.0695
H -4.0440 7.7881 4.8769 0.06 0.04 0.01 0.1320
H -1.9655 7.8424 7.7642 -0.02 0.06 0.02 0.1191
O -2.9974 -3.9614 -5.5024 -0.20 0.19 0.18 0.1171
C -2.1734 -3.7314 -4.6388 0.42 -0.31 -0.33 -0.3109
C -0.8010 -4.2338 -4.6963 -0.23 0.04 -0.06 0.0841
C 0.0587 -3.9648 -3.7078 0.33 -0.43 -0.52 -0.2164
O 1.3251 -4.4127 -3.7292 -0.53 0.35 0.60 0.0821
C -0.3500 -3.1512 -2.5210 -0.43 0.30 0.32 -0.3038
O 0.4444 -2.9494 -1.6237 0.47 -0.25 -0.06 0.1064
C -1.7016 -2.6260 -2.4779 -0.01 0.01 -0.01 0.0821
C -2.5667 -2.8918 -3.4624 -0.39 0.41 0.44 -0.2238
O -3.8204 -2.4231 -3.4503 0.38 -0.39 -0.42 0.1154
H -0.5227 -4.8233 -5.5589 0.01 0.00 0.02 0.1385
H 1.7323 -4.0828 -2.9030 0.04 -0.03 -0.01 0.1091
H -1.9688 -2.0234 -1.6226 -0.08 0.00 -0.05 0.1110
H -4.2344 -2.7571 -4.2690 -0.07 0.03 0.04 0.1209
O -3.5679 9.1108 2.3925 -0.22 -0.21 0.03 0.1087
C -4.1735 9.4407 1.3899 0.39 0.47 -0.08 -0.3050
C -3.8111 10.6110 0.5965 0.05 -0.17 0.21 0.0751
C -4.5219 10.9385 -0.4878 0.54 0.51 0.05 -0.2345
O -4.2150 12.0046 -1.2393 -0.46 -0.46 -0.01 0.1062
C -5.7046 10.1310 -0.9245 -0.44 -0.57 0.07 -0.3201
O -6.3280 10.4845 -1.9092 0.25 0.29 -0.05 0.1043
C -6.0536 8.9489 -0.1472 0.01 0.26 -0.25 0.0732
C -5.3410 8.6162 0.9375 -0.60 -0.62 0.00 -0.2287
O -5.6323 7.5388 1.6696 0.45 0.82 -0.01 0.1056
H -2.9569 11.1881 0.9224 -0.02 0.01 -0.01 0.1353
H -4.8786 12.0199 -1.9553 0.02 0.05 -0.01 0.1183
H -6.8988 8.3646 -0.4829 0.01 0.00 0.03 0.1351
H -4.9701 7.5210 2.3921 -0.01 -0.49 -0.04 0.0787
O -0.8080 -3.8689 2.0878 0.23 -0.17 0.18 0.1001
C -1.6512 -4.7061 2.3611 -0.46 0.23 -0.37 -0.3018
C -2.9931 -4.6897 1.7938 0.31 0.06 -0.03 0.0755
C -3.8854 -5.6244 2.1406 -0.32 0.43 -0.46 -0.2254
O -5.1256 -5.6399 1.6364 0.35 -0.38 0.43 0.1146
C -3.5450 -6.7082 3.1157 0.38 -0.30 0.38 -0.3138
O -4.3963 -7.5244 3.4131 -0.20 0.16 -0.22 0.1130
C -2.1925 -6.7375 3.6658 -0.25 -0.09 -0.03 0.0770
C -1.3009 -5.8047 3.3155 0.38 -0.43 0.47 -0.2317
O -0.0507 -5.8033 3.7995 -0.35 0.38 -0.41 0.1083
H -3.2260 -3.9008 1.0934 -0.06 -0.01 0.03 0.1043
H -5.5661 -6.4088 2.0460 -0.05 0.03 -0.03 0.1195
H -1.9528 -7.5348 4.3556 0.01 0.02 0.00 0.1368
H 0.3870 -5.0306 3.3950 0.05 -0.02 0.05 0.1176
O 4.9480 -4.0815 -6.3881 0.34 0.03 -0.06 0.1149
C 5.0817 -3.3125 -5.4537 -0.51 -0.08 0.21 -0.3094
C 4.0224 -3.0508 -4.4840 0.10 -0.16 -0.32 0.0827
C 4.2206 -2.1848 -3.4868 -0.56 -0.23 0.06 -0.2200
O 3.2675 -1.9249 -2.5780 0.59 0.18 -0.12 0.0980
C 5.5163 -1.4559 -3.3271 0.62 0.10 -0.09 -0.3141
O 5.6393 -0.6638 -2.4122 -0.33 -0.09 0.09 0.1173
C 6.5825 -1.7359 -4.2832 -0.13 0.25 0.06 0.0597
C 6.3865 -2.6037 -5.2782 0.56 0.39 -0.11 -0.2541
O 7.3491 -2.8872 -6.1732 -0.57 -0.30 0.15 0.0997
H 3.0887 -3.5814 -4.6101 0.12 0.06 -0.09 0.1129
H 3.6573 -1.2689 -1.9687 -0.06 -0.01 0.03 0.1213
H 7.5208 -1.2164 -4.1468 0.00 -0.02 0.00 0.1419
H 6.9554 -3.5371 -6.7865 0.04 0.06 -0.07 0.1204
O 11.8628 -6.6514 -1.5550 -0.05 0.13 0.33 0.1145
C 10.8252 -6.0884 -1.8468 0.06 -0.25 -0.60 -0.3145
C 10.2266 -6.1670 -3.1754 0.19 -0.05 0.19 0.0789
C 9.0915 -5.5132 -3.4454 0.16 -0.34 -0.61 -0.2232
O 8.5173 -5.5679 -4.6541 -0.13 0.26 0.60 0.1119
C 8.4001 -4.6823 -2.4081 -0.04 0.23 0.64 -0.2946
O 7.3772 -4.0898 -2.7049 0.05 -0.30 -0.29 0.1094
C 8.9857 -4.6229 -1.0739 -0.20 0.09 -0.21 0.0790
C 10.1193 -5.2796 -0.8032 -0.18 0.34 0.65 -0.2321
O 10.6816 -5.2477 0.4111 0.13 -0.28 -0.60 0.1121
H 10.7360 -6.7679 -3.9156 -0.02 0.02 -0.01 0.1377
H 7.7181 -5.0130 -4.5914 0.03 0.01 -0.10 0.0991
H 8.4683 -4.0341 -0.3293 0.03 0.00 0.00 0.1374
H 11.4857 -5.7975 0.3431 0.01 0.03 0.07 0.1206
```
Positions in Å, forces in eV/Å.

The calculation puts the HOMO energy at -9.51 eV. As for the LUMO energy: -2.02 eV. Its HOMO-LUMO gap is 7.5 eV.



No. 2
A structure of composition C47H34As2N8O7S4W in a non-equilibrium geometry. Source: the OMol25 dataset; level of theory: the ωB97M-V functional and the def2-TZVPD basis.

```
103
Properties=species:S:1:pos:R:3:forces:R:3:lowdin_charge:R:1
W -0.3605 0.8337 0.0619 -0.14 2.33 2.75 1.2431
S 1.8512 1.9375 0.3451 -0.02 -0.39 -0.50 0.7237
C 1.8947 3.0824 1.6680 0.09 0.07 0.05 -0.6338
C 3.1445 3.4838 2.1297 -0.06 -0.02 -0.02 -0.0566
C 3.2516 4.3838 3.1800 0.21 0.01 0.07 -0.1918
C 4.5539 4.7341 3.6826 -0.17 -0.01 -0.03 -0.1792
N 5.5993 4.9848 4.0887 0.01 0.00 -0.02 0.1660
C 2.0841 4.9017 3.7593 -0.01 0.13 0.16 -0.1882
C 0.8424 4.5092 3.2896 -0.06 -0.04 -0.04 -0.0458
C 0.7265 3.5812 2.2481 0.06 -0.09 0.16 -0.6476
S -0.8084 3.0498 1.6780 -0.22 -0.19 -0.47 0.8199
C 2.1564 5.8148 4.8722 -0.01 -0.10 -0.13 -0.1735
N 2.1865 6.5302 5.7706 0.00 0.01 -0.01 0.1695
H 4.0415 3.0864 1.6711 -0.01 -0.01 0.01 0.1203
H -0.0515 4.9118 3.7468 0.00 -0.01 0.01 0.1199
N -3.8577 1.3255 -1.3852 0.03 0.06 0.04 0.1341
C -3.7134 1.3381 -0.0386 -0.12 -0.19 -0.19 -0.6841
N -2.6884 0.8219 0.5955 0.50 0.03 0.07 -0.0701
C -2.8706 0.8725 1.9685 0.20 -0.22 0.13 -0.4424
C -4.0374 1.4115 2.3714 -0.04 -0.02 0.04 -0.3319
S -4.9698 1.8895 1.0074 -0.06 -0.01 -0.03 1.1100
C -1.7547 0.4677 2.8334 -0.13 0.03 -0.16 -0.4272
C -1.7960 0.3666 4.1734 -0.11 -0.03 0.00 -0.3392
S -0.2149 0.1624 4.8094 0.07 -0.05 0.16 1.1106
C 0.4274 0.1925 3.2147 0.08 -0.14 -0.06 -0.7027
N -0.4807 0.3020 2.2725 -0.19 -0.04 -0.32 -0.1348
N 1.7528 0.0652 2.9804 0.05 0.16 0.11 0.1003
H -2.9957 1.1421 -1.8835 0.01 0.00 0.01 0.0977
H -4.3842 2.0940 -1.7730 0.02 0.01 0.00 0.1016
H -4.3670 1.6219 3.3743 0.01 0.01 -0.01 0.0864
H -2.6518 0.4606 4.8199 0.00 -0.02 -0.01 0.0892
H 2.3535 0.1151 3.7891 -0.01 -0.02 0.01 0.1130
H 2.1027 0.6154 2.1910 -0.03 -0.15 -0.14 0.0080
O 1.8032 0.5877 -2.3642 0.20 -0.10 -0.07 0.0156
C 0.6868 1.0328 -2.2368 -0.31 -0.19 -1.34 -0.6507
O -0.3787 0.2492 -1.8647 0.92 0.66 0.10 -0.2890
C 0.3515 2.4436 -2.6165 -0.10 -0.35 0.45 -0.0791
C 1.1083 3.1468 -3.5186 -0.05 0.06 -0.08 0.0906
C 0.7326 4.4519 -3.8093 0.15 0.04 -0.19 -0.1208
C -0.3717 5.0395 -3.2320 -0.06 0.05 -0.04 0.0894
C -1.1169 4.3285 -2.3117 -0.27 0.19 0.06 -0.0298
C -0.7291 3.0321 -1.9147 0.31 -0.04 -0.11 -0.2743
O -1.2398 2.4011 -0.9135 -0.43 0.06 -0.38 -0.3375
N -2.3104 4.9923 -1.7510 0.36 -0.24 -0.16 -0.3298
O -3.1199 4.3007 -1.1621 -0.10 -0.01 -0.02 0.0651
O -2.4329 6.1821 -1.9466 -0.02 0.07 0.08 0.0902
N 1.5254 5.2276 -4.7766 -0.15 -0.15 0.16 -0.3579
O 2.5590 4.7293 -5.1747 0.02 0.01 -0.05 0.0791
O 1.0971 6.3115 -5.1157 0.03 0.05 -0.01 0.0805
H 1.9673 2.6975 -3.9964 0.01 0.00 0.03 0.1402
H -0.6504 6.0518 -3.4843 -0.01 -0.01 -0.01 0.1353
C -0.2889 -3.3922 0.7079 0.42 0.07 -0.09 -0.3922
C 1.0198 -2.7536 1.2015 -0.48 0.03 0.15 -0.4230
As 1.5590 -1.3055 -0.0158 -0.16 -0.89 0.03 1.2663
C 3.4323 -1.0947 0.4319 0.07 0.28 0.02 -0.4011
C 3.9501 -1.4777 1.6627 0.08 -0.08 -0.01 -0.1316
C 5.2885 -1.2455 1.9596 -0.02 -0.03 -0.01 -0.0800
C 6.1126 -0.6373 1.0254 -0.01 0.02 -0.02 -0.0793
C 5.6049 -0.2905 -0.2205 0.02 -0.04 0.00 -0.0656
C 4.2707 -0.5168 -0.5187 -0.02 0.04 0.00 -0.1068
C 1.8648 -2.4906 -1.5511 0.09 0.09 -0.21 -0.3398
C 1.4138 -2.2534 -2.8431 -0.04 -0.02 -0.02 -0.1151
C 1.7782 -3.1002 -3.8836 -0.01 -0.02 0.02 -0.0736
C 2.5865 -4.1993 -3.6455 0.01 0.03 -0.01 -0.0784
C 3.0288 -4.4545 -2.3544 -0.02 -0.03 0.02 -0.0733
C 2.6787 -3.6009 -1.3206 0.00 0.02 -0.02 -0.1072
As -1.6639 -2.0329 0.3354 -0.64 -0.89 -0.08 1.3015
C -3.1570 -2.9475 1.2387 0.09 -0.11 0.16 -0.3638
C -3.6877 -2.4774 2.4326 -0.04 0.02 0.03 -0.1019
C -4.6800 -3.1889 3.1001 0.00 0.02 -0.01 -0.0819
C -5.1434 -4.3863 2.5833 0.02 -0.01 -0.01 -0.0865
C -4.6127 -4.8703 1.3933 0.00 0.00 0.00 -0.0760
C -3.6290 -4.1576 0.7267 -0.04 -0.01 0.05 -0.1060
C -2.3030 -2.5018 -1.4451 0.10 0.19 -0.15 -0.3952
C -3.5581 -2.0060 -1.7995 0.02 0.04 -0.02 -0.1318
C -4.0378 -2.1534 -3.0906 0.01 0.00 0.00 -0.0780
C -3.2665 -2.8002 -4.0494 -0.01 0.00 0.01 -0.0821
C -2.0369 -3.3298 -3.6946 -0.01 -0.03 0.02 -0.0737
C -1.5610 -3.1867 -2.3958 -0.03 -0.06 0.01 -0.1097
H -0.7138 -4.0567 1.4583 0.07 -0.06 0.02 0.0724
H -0.0915 -3.9732 -0.1928 -0.08 -0.06 0.01 0.0535
H 1.8089 -3.5004 1.2615 0.05 0.03 0.05 0.0613
H 0.8782 -2.3281 2.1961 0.05 0.02 0.00 0.0487
H 3.3213 -1.9660 2.3950 -0.02 0.03 0.02 0.0869
H 5.6847 -1.5444 2.9219 0.00 0.00 0.00 0.1037
H 7.1483 -0.4354 1.2658 0.01 -0.03 -0.02 0.1052
H 6.2496 0.1592 -0.9645 -0.01 0.03 0.02 0.1087
H 3.8772 -0.2334 -1.4866 -0.02 0.03 0.01 0.0965
H 0.7674 -1.4187 -3.0510 0.00 0.03 0.03 0.0849
H 1.4273 -2.8891 -4.8860 0.00 0.00 0.00 0.1088
H 2.8862 -4.8449 -4.4610 -0.04 -0.02 0.01 0.1044
H 3.6577 -5.3117 -2.1512 0.02 0.02 -0.01 0.1049
H 3.0763 -3.7957 -0.3329 0.03 0.00 0.00 0.0965
H -3.3326 -1.5521 2.8622 0.03 0.02 -0.01 0.0668
H -5.0876 -2.8016 4.0256 0.01 -0.01 0.00 0.1027
H -5.9092 -4.9457 3.1049 -0.01 0.01 -0.01 0.1033
H -4.9667 -5.8071 0.9820 0.00 0.00 0.00 0.1051
H -3.2307 -4.5489 -0.2012 0.00 0.01 -0.01 0.1046
H -4.1773 -1.5149 -1.0571 0.03 0.07 -0.01 0.0956
H -5.0124 -1.7589 -3.3490 0.01 0.00 0.00 0.1049
H -3.6295 -2.8972 -5.0645 -0.01 -0.02 0.01 0.1028
H -1.4360 -3.8556 -4.4264 -0.01 -0.01 0.00 0.1041
H -0.6059 -3.6239 -2.1426 0.03 0.05 -0.02 0.0780
```
Positions in Å, forces in eV/Å.

Its multiplicity is 3. The calculation puts the HOMO energy (spin up / spin down) at -7.32 / -7.73 eV. As for the LUMO energy (spin up / spin down): -0.73 / -1.02 eV. Its HOMO-LUMO gap (spin up / spin down) is 6.6 / 6.7 eV. Its energy above the lowest of the compared OMol25 structures with the same formula, charge and spin is 27.0 kcal per mole.



no.,E (eV)
1,-108677.93573
2,-242383.89019